Below is a 5-piece molecular cluster, C43H46Cl2F13O9PS3 overall, with properties calculated with ωB97M-V/def2-TZVPD.

Output
HOMO energy = -0.3385 Eh
electronic energy = -165919.3294 eV

Last column: Mulliken charge in e.
Element x y z (Å)
C -1.190 -2.981 -4.469  -0.877
C -0.991 -3.318 -2.903  0.298
O 0.184 -2.712 -2.340  -0.378
C -0.013 -1.301 -2.094  0.338
C 1.092 -0.748 -1.082  -0.542
O 0.699 -0.780 0.307  -0.053
C -0.210 0.283 0.615  -1.639
C -0.392 0.590 2.159  0.902
S 1.290 0.737 2.996  1.651
O 1.221 1.617 4.238  -0.664
O 1.773 -0.591 3.547  -0.678
C 2.713 1.251 1.914  0.825
F 2.428 2.018 0.787  -0.230
F 3.256 0.038 1.382  -0.292
C 3.983 1.803 2.773  0.454
F 4.099 1.140 4.018  -0.239
F 5.145 1.385 2.068  -0.307
C 4.098 3.366 2.942  0.574
F 5.239 3.813 2.220  -0.298
F 3.038 4.153 2.524  -0.177
C 4.408 3.803 4.473  0.538
F 4.509 5.218 4.422  -0.282
F 5.636 3.355 4.932  -0.231
F 3.343 3.542 5.333  -0.123
C -1.105 2.044 2.404  -1.648
P -0.079 3.568 2.016  0.615
C 0.093 4.530 3.671  -1.154
C -1.007 4.855 0.951  -1.172
C -2.584 2.223 1.887  -0.773
S -3.078 2.080 0.152  1.717
C -1.902 2.478 -1.191  -0.674
O -4.272 3.006 -0.050  -0.756
O -3.630 0.697 -0.165  -0.664
S -3.582 0.942 2.855  1.340
O -5.026 0.927 2.466  -0.652
O -3.547 1.304 4.323  -0.643
O -2.748 -0.445 2.476  -0.422
C -1.376 -0.439 2.930  -0.718
C -0.951 -1.939 3.064  -0.677
Cl -0.293 -2.624 4.647  -0.176
C -1.074 -2.947 2.073  0.422
C -0.588 -4.470 2.333  -0.856
Cl -1.835 -2.583 0.477  -0.119
H -1.657 -3.883 -4.995  0.345
H -1.904 -2.112 -4.651  0.192
H -0.213 -2.765 -5.008  0.176
H -1.949 -3.091 -2.336  0.118
H -0.834 -4.446 -2.846  0.009
H -1.083 -1.040 -1.800  0.339
H 0.181 -0.772 -3.097  -0.260
H 1.390 0.304 -1.398  0.227
H 2.004 -1.431 -1.170  0.405
H 0.144 1.213 0.062  0.496
H -1.212 0.004 0.118  0.349
H -1.208 2.049 3.556  0.964
H -0.009 3.851 4.576  0.270
H 1.001 5.204 3.687  0.351
H -0.817 5.237 3.725  0.453
H -0.681 5.889 1.338  0.454
H -2.136 4.828 1.067  0.361
H -0.664 4.846 -0.143  0.307
H -2.977 3.221 2.302  0.765
H -2.364 3.251 -1.898  0.402
H -1.755 1.536 -1.833  0.143
H -0.867 2.823 -0.894  0.089
H -1.406 -0.038 4.012  0.989
H -0.508 -5.057 1.349  -0.073
H -1.246 -5.015 3.079  0.327
H 0.491 -4.404 2.723  0.392
F 1.021 6.267 10.254  -0.310
C 2.104 5.577 9.864  0.381
C 1.995 4.672 8.820  -0.520
C 3.119 3.961 8.412  -0.232
C 4.336 4.155 9.061  -0.620
C 4.432 5.063 10.111  -0.296
C 3.311 5.782 10.512  -0.450
H 1.038 4.529 8.333  0.434
H 3.047 3.257 7.593  0.463
H 5.211 3.597 8.745  0.389
H 5.379 5.210 10.618  0.361
H 3.369 6.499 11.322  0.402
F -0.256 -5.585 -0.620  -0.282
C 0.821 -6.278 -1.026  0.415
C 0.696 -7.179 -2.070  -0.323
C 1.812 -7.893 -2.494  -0.553
C 3.037 -7.704 -1.860  -0.471
C 3.150 -6.800 -0.809  -0.498
C 2.037 -6.078 -0.392  -0.278
H -0.268 -7.318 -2.546  0.444
H 1.727 -8.595 -3.315  0.369
H 3.907 -8.265 -2.188  0.365
H 4.104 -6.657 -0.314  0.370
H 2.108 -5.363 0.419  0.406
F -0.407 0.483 -4.286  -0.023
C -0.139 1.065 -5.471  0.447
C -0.886 2.160 -5.875  -0.652
C -0.605 2.764 -7.096  -0.494
C 0.412 2.260 -7.902  -0.494
C 1.152 1.157 -7.487  -0.543
C 0.879 0.559 -6.262  -0.284
H -1.679 2.533 -5.238  0.391
H -1.178 3.625 -7.419  0.374
H 0.627 2.729 -8.856  0.370
H 1.941 0.763 -8.118  0.375
H 1.451 -0.295 -5.919  0.424
F -2.409 -3.167 -7.050  -0.270
C -3.670 -3.405 -7.445  0.319
C -4.581 -2.362 -7.476  -0.355
C -5.886 -2.608 -7.890  -0.405
C -6.267 -3.896 -8.257  -0.485
C -5.344 -4.936 -8.217  -0.374
C -4.036 -4.689 -7.814  -0.360
H -4.269 -1.368 -7.179  0.454
H -6.605 -1.798 -7.926  0.351
H -7.286 -4.088 -8.575  0.359
H -5.643 -5.940 -8.499  0.354
H -3.302 -5.485 -7.784  0.408

***

Below is C43H47AsF3N5NdOS3 as an isolated structure, with properties calculated with ωB97M-V/def2-TZVPD.

Output
HOMO energy (alpha / beta) = -0.3769 / -0.3772 Eh
total charge = +1
multiplicity = 4
electronic energy = -171622.0545 eV

Last column: Löwdin spin population.
Element x y z (Å)
Nd -8.837 -13.115 14.936  3.025
F -14.428 -13.419 16.700  0.000
C -13.664 -13.463 17.801  0.000
F -13.315 -14.729 17.985  0.000
F -14.528 -13.110 18.756  0.000
C -12.438 -12.556 17.723  0.000
C -12.324 -11.494 18.556  0.000
C -11.125 -10.767 18.647  0.000
C -10.076 -11.331 17.933  0.000
N -10.173 -12.327 17.038  -0.003
C -11.327 -13.008 16.936  0.000
S -11.476 -14.224 15.705  -0.002
H -13.149 -11.205 19.207  0.000
H -11.004 -9.973 19.378  0.000
H -9.089 -10.868 17.970  0.000
C -10.359 -19.716 14.760  0.000
C -10.077 -18.777 13.751  0.000
C -9.355 -17.647 14.037  0.000
C -8.821 -17.448 15.302  -0.001
C -9.080 -18.403 16.261  0.000
C -9.877 -19.503 15.991  0.000
As -7.634 -15.906 15.421  -0.003
C -5.960 -16.510 14.748  -0.001
C -5.420 -17.772 14.868  0.000
C -4.169 -18.021 14.306  0.000
C -3.369 -16.949 13.902  0.000
C -3.822 -15.602 13.961  0.000
C -5.146 -15.462 14.275  0.000
C -7.244 -15.714 17.294  0.000
C -5.962 -15.424 17.709  0.000
C -5.730 -15.033 19.031  0.000
C -6.739 -14.979 19.976  0.000
C -8.026 -15.241 19.539  0.000
C -8.313 -15.622 18.200  0.000
H -10.915 -20.633 14.432  0.000
H -10.448 -18.960 12.749  0.000
H -9.165 -16.918 13.220  0.000
H -8.784 -18.271 17.282  0.000
H -9.896 -20.209 16.836  0.000
H -6.100 -18.547 15.263  0.000
H -3.815 -18.991 14.265  0.000
H -2.307 -17.319 13.613  0.000
H -3.199 -14.786 13.630  0.000
H -5.616 -14.471 14.251  0.000
H -5.105 -15.569 17.056  0.000
H -4.680 -14.961 19.291  0.000
H -6.516 -14.597 20.976  0.000
H -8.917 -15.230 20.200  0.000
H -9.328 -15.819 17.772  0.000
C -11.278 -12.890 10.008  0.000
N -10.397 -13.771 10.828  0.000
C -11.165 -14.502 11.754  0.000
C -9.053 -13.628 10.969  0.000
S -8.180 -14.092 12.327  -0.003
N -8.474 -13.122 9.821  -0.001
C -8.870 -13.598 8.498  0.000
C -7.076 -12.754 9.888  0.000
H -12.060 -12.390 10.641  0.000
H -11.750 -13.525 9.272  0.000
H -10.650 -12.158 9.445  0.000
H -12.192 -14.692 11.412  0.000
H -11.297 -13.932 12.714  0.000
H -10.661 -15.416 12.044  0.000
H -9.763 -14.174 8.480  0.000
H -8.016 -14.209 8.150  0.000
H -8.936 -12.740 7.779  0.000
H -6.948 -12.100 10.757  0.000
H -6.846 -12.170 8.980  0.000
H -6.390 -13.604 9.902  0.000
S -11.148 -7.106 13.688  0.000
C -10.792 -8.795 13.501  0.000
C -9.682 -9.316 12.927  0.000
C -9.447 -10.643 13.083  0.001
N -10.218 -11.459 13.790  -0.004
C -11.338 -10.959 14.351  0.000
C -11.683 -9.664 14.167  0.000
C -9.669 -6.341 13.034  0.000
C -9.506 -6.260 11.669  0.000
C -8.263 -5.872 11.168  0.000
N -7.306 -5.374 11.939  0.000
C -7.528 -5.250 13.234  0.000
C -8.690 -5.764 13.851  0.000
H -9.066 -8.687 12.351  0.000
H -8.570 -11.140 12.708  0.000
H -11.922 -11.741 14.858  0.000
H -12.587 -9.287 14.575  0.000
H -10.285 -6.685 11.083  0.000
H -8.033 -5.922 10.127  0.000
H -6.722 -4.812 13.837  0.000
H -8.756 -5.729 14.950  0.000
C -5.518 -10.510 14.219  0.000
C -6.201 -11.006 15.455  0.001
C -6.768 -9.829 16.163  0.000
C -5.110 -11.780 16.248  0.000
O -7.290 -11.819 15.176  -0.010
H -4.705 -9.874 14.542  0.000
H -6.188 -9.915 13.624  0.000
H -5.152 -11.305 13.514  0.000
H -6.046 -8.998 16.291  0.000
H -7.204 -10.097 17.174  0.000
H -7.552 -9.460 15.509  0.000
H -4.374 -11.107 16.576  0.000
H -4.675 -12.574 15.660  0.000
H -5.427 -12.242 17.177  0.000